C17H29FNO2P2Tb as an isolated structure at a distorted geometry, computed with ωB97M-V/def2-TZVPD.

* 2S+1: 7
* expectation value of S²: 12.148
* frontier orbital gap (spin up / spin down): 6.193 / 6.284 eV
* HOMO (spin up / spin down): -6.49 / -6.50 eV

The geometry in XYZ format:
```
53
C17H29FNO2P2Tb | the Open Molecules 2025 dataset | ωB97M-V/def2-TZVPD
C -0.86 1.14 -3.98
C -0.94 0.66 -2.64
N 0.08 0.98 -1.75
C 0.82 2.08 -2.01
C 0.78 2.72 -3.25
C -0.04 2.21 -4.28
C -2.05 -0.17 -2.26
P -2.51 -0.51 -0.55
Tb 0.21 -0.49 0.28
P 2.18 1.58 0.44
C 1.69 2.71 -0.93
O -0.74 -2.92 -3.36
O -0.41 -3.20 -0.18
H -1.55 0.72 -4.72
H 1.42 3.60 -3.42
H -0.04 2.68 -5.27
C -4.00 0.55 -0.59
C -3.24 -2.20 -0.50
H 2.62 3.11 -1.40
H 1.15 3.57 -0.47
H -1.05 -2.08 -2.99
H -2.62 -0.58 -3.12
C 2.58 2.81 1.73
C 3.88 1.15 -0.13
H 2.08 -1.61 0.06
H 0.05 -3.99 0.16
H -0.35 -3.25 -1.15
H 0.03 -2.67 -3.88
H -0.71 1.26 1.00
H 2.46 -1.04 0.37
H -4.76 0.09 -1.25
H -4.34 0.65 0.44
H -3.68 1.51 -1.01
H -4.04 -2.37 -1.25
H -2.47 -2.97 -0.62
H -3.65 -2.35 0.51
H 4.50 2.06 -0.15
H 4.31 0.42 0.56
H 3.83 0.72 -1.14
H 3.49 3.37 1.47
H 1.73 3.50 1.85
H 2.74 2.27 2.67
F 0.21 -2.24 6.60
C 0.16 -1.79 5.31
C 1.32 -1.88 4.54
C 1.26 -1.42 3.21
C 0.08 -0.93 2.70
C -1.06 -0.83 3.47
C -1.03 -1.27 4.81
H 2.24 -2.28 4.96
H 2.17 -1.46 2.59
H -1.99 -0.40 3.06
H -1.91 -1.22 5.45
```

Löwdin population analysis, charges in e, atoms 1 to 6:
1. C -0.066
2. C -0.391
3. N -0.065
4. C -0.359
5. C -0.082
6. C -0.082

---

One molecule with the formula C8H17N at a distorted geometry, computed with ωB97M-V/def2-TZVPD.

* SMILES: C=C(CC)[C@H](C)N(C)C
* frontier orbital gap: 9.213 eV
* HOMO: -8.22 eV

The geometry in XYZ format:
```
26
C8H17N | the Open Molecules 2025 dataset | ωB97M-V/def2-TZVPD
C -0.21 -0.79 1.90
C -0.39 -0.85 0.59
C -0.54 -2.24 -0.11
C 0.80 -2.93 -0.33
C -0.54 0.29 -0.36
C 0.37 0.21 -1.60
N -0.35 1.56 0.43
C 1.02 1.96 0.67
C -1.17 2.66 0.00
H -0.17 -1.68 2.50
H -0.16 0.15 2.42
H -1.15 -2.86 0.55
H -1.08 -2.16 -1.05
H 1.43 -2.36 -1.02
H 1.34 -3.02 0.62
H 0.66 -3.93 -0.73
H -1.59 0.30 -0.69
H 0.28 1.14 -2.16
H 1.40 0.07 -1.31
H 0.07 -0.61 -2.24
H 1.05 2.65 1.51
H 1.62 1.09 0.92
H 1.47 2.46 -0.20
H -2.20 2.35 -0.08
H -1.11 3.46 0.75
H -0.85 3.09 -0.97
```

Löwdin population analysis, charges in e, atoms 1 to 6:
1. C 0.056
2. C -0.277
3. C -0.211
4. C -0.104
5. C -0.323
6. C -0.046

---

C4H13ClN3O4V as an isolated structure at a distorted geometry, computed with ωB97M-V/def2-TZVPD.

* net charge: +2
* frontier orbital gap: 9.634 eV
* HOMO: -19.11 eV

The geometry in XYZ format:
```
26
C4H13ClN3O4V | the Open Molecules 2025 dataset | ωB97M-V/def2-TZVPD
V -0.29 0.12 0.00
N 0.15 0.53 -2.00
C 1.22 1.55 -2.03
C 2.38 0.93 -1.28
N 1.84 0.31 0.00
C 2.38 0.92 1.28
C 1.23 1.55 2.03
N 0.15 0.53 2.01
H 0.41 -0.29 -2.56
H -0.70 0.88 -2.44
H 0.85 2.45 -1.53
H 1.47 1.82 -3.05
H 3.14 1.66 -1.03
H 2.84 0.14 -1.86
H 2.15 -0.66 0.00
H 3.15 1.65 1.04
H 2.84 0.13 1.87
H 0.86 2.45 1.53
H 1.48 1.81 3.06
H -0.70 0.89 2.44
H 0.41 -0.29 2.56
O -3.72 1.29 1.19
Cl -3.16 0.84 -0.01
O -3.72 1.30 -1.20
O -0.72 -1.35 0.01
O -1.32 1.47 0.00
```

Löwdin population analysis, charges in e, atoms 1 to 6:
1. V 0.891
2. N -0.009
3. C -0.157
4. C -0.115
5. N -0.087
6. C -0.115

---

A 2-piece molecular cluster, HN2O3P overall at a distorted geometry, computed with ωB97M-V/def2-TZVPD.

* SMILES: [O-][N+]#P.O=NO
* frontier orbital gap: 9.571 eV
* HOMO: -9.61 eV

The geometry in XYZ format:
```
7
HN2O3P | the Open Molecules 2025 dataset | ωB97M-V/def2-TZVPD
O 2.80 0.10 -1.20
N 2.20 0.73 -0.37
P 1.62 1.50 0.73
O -2.88 -0.57 0.49
N -2.00 0.14 0.08
O -0.83 -0.50 -0.06
H -0.91 -1.40 0.34
```

Löwdin population analysis, charges in e, atoms 1 to 6:
1. O -0.057
2. N -0.739
3. P 0.841
4. O 0.008
5. N -0.115
6. O -0.060

---

C16H22CoN5O2S as an isolated structure at a distorted geometry, computed with ωB97M-V/def2-TZVPD.

* 2S+1: 5
* expectation value of S²: 6.040
* net charge: +2
* frontier orbital gap (spin up / spin down): 8.219 / 7.005 eV
* HOMO (spin up / spin down): -14.37 / -15.44 eV

The geometry in XYZ format:
```
47
C16H22CoN5O2S | the Open Molecules 2025 dataset | ωB97M-V/def2-TZVPD
Co 1.28 -1.26 -1.07
C -0.32 -2.44 1.44
C 1.10 -2.14 1.78
C 1.53 -2.18 3.12
C 2.83 -1.90 3.42
C 3.73 -1.57 2.38
C 5.10 -1.28 2.61
C 5.95 -0.98 1.57
C 5.47 -0.95 0.27
C 4.12 -1.20 -0.01
S 3.57 -1.10 -1.61
C 3.23 -1.54 1.07
N 1.93 -1.84 0.80
H -0.69 -3.29 2.01
H -0.44 -2.67 0.38
H -0.95 -1.57 1.68
H 0.82 -2.44 3.90
H 3.18 -1.92 4.44
H 5.47 -1.31 3.63
H 6.99 -0.77 1.77
H 6.14 -0.71 -0.55
N -0.05 -0.87 -2.65
C -1.14 -0.04 -2.06
C -1.93 0.70 -3.13
C -3.38 1.05 -2.82
C -3.53 2.23 -1.87
N -3.71 1.81 -0.48
C -3.26 2.45 0.59
N -3.74 2.14 1.80
N -2.32 3.39 0.48
C -0.50 0.90 -1.02
O -0.99 2.00 -0.83
O 0.54 0.42 -0.43
H 0.47 -0.28 -3.30
H -0.43 -1.62 -3.22
H -1.79 -0.72 -1.49
H -1.93 0.09 -4.04
H -1.39 1.62 -3.38
H -3.94 0.18 -2.47
H -3.85 1.33 -3.77
H -4.40 2.83 -2.15
H -2.65 2.85 -1.95
H -4.42 1.11 -0.32
H -4.61 1.65 1.89
H -3.46 2.68 2.60
H -1.71 3.37 -0.32
H -1.93 3.80 1.31
```

Löwdin population analysis, charges in e, atoms 1 to 6:
1. Co 0.651
2. C -0.005
3. C -0.270
4. C 0.026
5. C 0.052
6. C -0.126

---

One molecule with the formula C8H8N4 at a distorted geometry, computed with ωB97M-V/def2-TZVPD.

* 2S+1: 3
* expectation value of S²: 2.022
* frontier orbital gap (spin up / spin down): 7.450 / 7.745 eV
* HOMO (spin up / spin down): -6.68 / -9.99 eV

The geometry in XYZ format:
```
20
C8H8N4 | the Open Molecules 2025 dataset | ωB97M-V/def2-TZVPD
C 0.46 1.36 1.11
C -0.15 2.18 0.31
C 3.15 0.07 -0.27
C 1.42 -1.35 -1.03
C 0.82 -0.05 0.90
C 1.84 -0.42 -0.17
C -2.45 -1.69 0.12
C -0.73 2.99 -0.57
N 4.24 0.43 -0.45
N 0.13 -1.62 -0.80
N -0.29 -0.85 0.19
N -1.43 -0.83 0.73
H 0.66 1.68 2.05
H 2.01 -1.90 -1.73
H 0.79 -0.57 1.87
H -2.66 -1.60 -1.04
H -2.28 -2.76 0.20
H -3.41 -1.44 0.69
H -0.33 3.62 -1.41
H -1.79 2.75 -0.69
```

Löwdin population analysis, charges in e, atoms 1 to 6:
1. C -0.080
2. C -0.065
3. C -0.176
4. C -0.086
5. C -0.151
6. C -0.172

---

A 2-piece molecular cluster, C24H52BClN2O4 overall at a distorted geometry, computed with ωB97M-V/def2-TZVPD.

* 2S+1: 2
* expectation value of S²: 0.754
* net charge: +1
* frontier orbital gap (spin up / spin down): 6.965 / 7.684 eV
* HOMO (spin up / spin down): -10.13 / -10.85 eV

The geometry in XYZ format:
```
84
C24H52BClN2O4 | the Open Molecules 2025 dataset | ωB97M-V/def2-TZVPD
C -0.13 0.52 -1.96
O -1.42 1.08 -1.94
C -1.38 2.50 -1.82
C -1.09 3.02 -0.38
C -1.48 2.02 0.76
C -2.11 2.68 2.03
C -1.21 3.73 2.78
C 0.33 3.59 2.53
C 1.06 4.49 3.62
C 2.23 5.30 2.97
C 3.51 4.35 2.98
C 3.57 3.47 1.69
N 3.63 1.98 1.94
C 3.24 1.20 0.72
C 4.14 1.45 -0.54
C 3.40 1.13 -1.89
Cl 2.83 2.69 -2.66
B 4.93 1.52 2.59
O 5.83 0.62 1.97
O 5.28 1.95 3.89
C 5.21 0.84 4.80
H 0.59 1.07 -2.61
H 0.31 0.45 -0.93
H -0.21 -0.52 -2.35
H -2.30 2.94 -2.25
H -0.55 2.85 -2.49
H -1.59 4.00 -0.17
H 0.01 3.21 -0.31
H -0.59 1.38 1.02
H -2.25 1.32 0.36
H -3.07 3.16 1.74
H -2.34 1.87 2.75
H -1.57 4.77 2.60
H -1.36 3.56 3.87
H 0.57 4.07 1.56
H 0.70 2.55 2.60
H 0.32 5.23 3.99
H 1.37 3.87 4.49
H 1.99 5.62 1.94
H 2.52 6.21 3.53
H 3.41 3.71 3.88
H 4.43 4.95 3.09
H 2.65 3.63 1.09
H 4.41 3.83 1.06
H 2.90 1.79 2.65
H 2.17 1.43 0.48
H 3.26 0.11 0.95
H 5.00 0.76 -0.47
H 4.54 2.47 -0.63
H 2.56 0.42 -1.76
H 4.16 0.71 -2.57
H 5.42 -0.25 2.05
H 5.61 1.17 5.78
H 4.18 0.46 4.96
H 5.84 -0.01 4.46
C -2.02 -5.61 -3.78
C -2.85 -5.83 -2.49
C -4.34 -5.91 -2.84
C -4.94 -4.56 -3.21
C -4.67 -3.54 -2.11
C -3.18 -3.43 -1.76
N -2.56 -4.75 -1.50
O -2.97 -5.17 -0.32
C -2.43 -2.69 -2.89
C -3.03 -2.48 -0.55
C -2.38 -7.21 -1.98
H -1.04 -5.18 -3.55
H -1.83 -6.56 -4.29
H -2.52 -4.98 -4.51
H -4.90 -6.33 -2.00
H -4.49 -6.61 -3.67
H -4.55 -4.21 -4.17
H -6.02 -4.67 -3.35
H -5.05 -2.56 -2.42
H -5.24 -3.82 -1.22
H -1.35 -2.68 -2.69
H -2.75 -1.65 -2.95
H -2.59 -3.11 -3.88
H -3.59 -2.82 0.32
H -3.40 -1.49 -0.80
H -1.98 -2.38 -0.26
H -1.32 -7.19 -1.72
H -2.53 -7.97 -2.75
H -2.94 -7.55 -1.11
```

Löwdin population analysis, charges in e, atoms 1 to 6:
1. C -0.128
2. O -0.199
3. C -0.211
4. C -0.159
5. C -0.209
6. C -0.188

---

A 2-piece molecular cluster, C6H17NSi2 overall, computed with ωB97M-V/def2-TZVPD.

* frontier orbital gap (spin up / spin down): 7.313 / 6.538 eV
* HOMO (spin up / spin down): -7.58 / -7.13 eV

The geometry in XYZ format:
```
26
C6H17NSi2 | the Open Molecules 2025 dataset | ωB97M-V/def2-TZVPD
C 2.55 1.86 -0.55
C 2.01 1.52 0.84
C 3.03 0.52 -1.13
C 1.84 0.00 0.79
C -5.07 -0.69 0.60
C -4.29 -0.76 -0.71
N 2.93 -0.43 -0.05
Si -2.53 -0.08 -0.51
Si 3.67 -1.97 0.01
H 1.77 2.30 -1.18
H 3.37 2.58 -0.49
H 2.73 1.79 1.61
H 1.06 2.02 1.05
H 2.38 0.22 -1.97
H 4.05 0.56 -1.50
H 1.90 -0.47 1.77
H 0.87 -0.26 0.34
H -5.11 0.33 0.97
H -6.09 -1.06 0.48
H -4.58 -1.30 1.36
H -4.82 -0.18 -1.47
H -4.27 -1.79 -1.07
H -1.82 -0.72 0.60
H -2.50 1.38 -0.40
H 3.85 -2.33 1.41
H 3.06 -3.03 -0.80
```

Löwdin population analysis, charges in e, atoms 1 to 6:
1. C -0.164
2. C -0.172
3. C -0.251
4. C -0.255
5. C -0.208
6. C -0.489

---

One molecule with the formula C6H12N2 at a distorted geometry, computed with ωB97M-V/def2-TZVPD.

* SMILES: N[C@]12CCC[C@]1(N)C2
* frontier orbital gap: 8.922 eV
* HOMO: -7.90 eV

The geometry in XYZ format:
```
20
C6H12N2 | the Open Molecules 2025 dataset | ωB97M-V/def2-TZVPD
N 1.54 1.11 -0.36
C 0.34 0.67 0.53
C 0.72 -0.78 1.23
C 0.84 -1.47 -0.22
C -0.04 -0.64 -1.12
C -0.85 0.28 -0.31
N -1.97 -0.51 0.31
C -0.74 1.67 0.09
H 2.15 1.71 0.35
H 2.16 0.46 -0.31
H 1.70 -0.72 1.74
H -0.20 -1.20 1.85
H 1.95 -1.59 -0.35
H 0.41 -2.64 -0.17
H -0.66 -1.35 -1.83
H 0.75 -0.35 -1.83
H -2.84 0.09 0.02
H -2.18 -1.46 -0.19
H -1.60 2.13 0.53
H -0.24 2.30 -0.65
```

Löwdin population analysis, charges in e, atoms 1 to 6:
1. N 0.048
2. C -0.323
3. C -0.074
4. C -0.217
5. C -0.247
6. C -0.489

---

H3NO3P2 as an isolated structure at a distorted geometry, computed with ωB97M-V/def2-TZVPD.

* net charge: -2
* frontier orbital gap: 6.582 eV
* HOMO: 0.75 eV

The geometry in XYZ format:
```
9
H3NO3P2 | the Open Molecules 2025 dataset | ωB97M-V/def2-TZVPD
N -0.84 -0.02 -0.95
O 1.84 -1.45 -0.14
O 2.09 0.94 -1.03
O 1.42 0.51 1.44
P -1.31 0.08 0.54
P 1.63 0.02 0.04
H 0.21 -0.11 -0.92
H -2.64 0.85 0.41
H -2.39 -0.83 0.61
```

Löwdin population analysis, charges in e, atoms 1 to 6:
1. N -0.492
2. O -0.433
3. O -0.416
4. O -0.479
5. P 0.362
6. P 0.072

---

A 2-piece molecular cluster, C20H22BF2N2 overall at a distorted geometry, computed with ωB97M-V/def2-TZVPD.

* net charge: +1
* frontier orbital gap: 7.076 eV
* HOMO: -11.37 eV

The geometry in XYZ format:
```
47
C20H22BF2N2 | the Open Molecules 2025 dataset | ωB97M-V/def2-TZVPD
C -3.28 3.72 3.04
N -2.30 4.02 2.01
C -1.85 5.40 1.97
C -1.90 3.08 1.08
C -2.60 2.96 -0.14
C -2.20 2.02 -1.05
N -1.12 1.22 -0.80
B -0.84 0.27 -1.89
H 1.23 -0.81 -1.01
C -0.42 1.34 0.36
C -0.79 2.24 1.31
H -3.59 2.67 2.98
H -2.83 3.91 4.03
H -4.16 4.37 2.93
H -1.13 5.54 1.14
H -2.70 6.08 1.83
H -1.35 5.65 2.92
H -3.46 3.58 -0.36
H -2.71 1.88 -1.99
H -1.43 -0.74 -1.76
H -0.13 0.73 -2.72
H 0.44 0.67 0.48
H -0.24 2.32 2.25
F -0.72 -2.91 4.10
C 0.02 -2.73 2.95
C 1.09 -1.84 2.99
C 1.76 -1.59 1.80
C 1.35 -2.16 0.59
C 1.95 -1.56 -0.66
C 2.31 -2.36 -1.88
C 3.37 -1.85 -2.65
C 3.62 -2.30 -3.94
C 2.79 -3.30 -4.45
F 2.96 -3.69 -5.76
C 1.73 -3.85 -3.72
C 1.52 -3.39 -2.41
C 0.26 -3.04 0.59
C -0.41 -3.35 1.78
H 1.40 -1.36 3.92
H 2.61 -0.91 1.79
H 2.83 -0.96 -0.37
H 3.98 -1.06 -2.22
H 4.45 -1.90 -4.52
H 1.10 -4.63 -4.14
H 0.73 -3.84 -1.83
H -0.10 -3.47 -0.34
H -1.24 -4.05 1.78
```

Löwdin population analysis, charges in e, atoms 1 to 6:
1. C -0.052
2. N -0.253
3. C -0.053
4. C -0.203
5. C 0.075
6. C -0.005

---

A 2-piece molecular cluster, C3H10N4S2 overall at a distorted geometry, computed with ωB97M-V/def2-TZVPD.

* net charge: +2
* frontier orbital gap: 7.259 eV
* HOMO: -16.95 eV

The geometry in XYZ format:
```
19
C3H10N4S2 | the Open Molecules 2025 dataset | ωB97M-V/def2-TZVPD
C -1.09 -0.69 -0.81
C -3.23 0.33 -0.09
C 2.10 -1.55 -2.14
N -2.21 -0.09 -0.72
N 0.10 -0.38 -0.32
N -0.25 0.50 2.17
N 0.56 1.29 2.71
S -3.68 -0.25 1.49
S 1.48 -1.17 -0.38
H -0.95 -1.44 -1.56
H -3.87 1.19 -0.55
H 1.68 -0.73 -2.84
H 1.73 -2.44 -2.61
H 3.25 -1.62 -2.21
H -0.06 -0.47 2.45
H 1.36 1.18 3.30
H 0.52 2.31 2.35
H 0.96 -2.39 -0.34
H -4.75 0.58 1.73
```

Löwdin population analysis, charges in e, atoms 1 to 6:
1. C -0.253
2. C -0.472
3. C -0.228
4. N 0.071
5. N -0.390
6. N 0.212

---

What did the second record say?
One molecule with the formula C8H17N at a distorted geometry, computed with ωB97M-V/def2-TZVPD.

* SMILES: C=C(CC)[C@H](C)N(C)C
* frontier orbital gap: 9.213 eV
* HOMO: -8.22 eV

The geometry in XYZ format:
```
26
C8H17N | the Open Molecules 2025 dataset | ωB97M-V/def2-TZVPD
C -0.21 -0.79 1.90
C -0.39 -0.85 0.59
C -0.54 -2.24 -0.11
C 0.80 -2.93 -0.33
C -0.54 0.29 -0.36
C 0.37 0.21 -1.60
N -0.35 1.56 0.43
C 1.02 1.96 0.67
C -1.17 2.66 0.00
H -0.17 -1.68 2.50
H -0.16 0.15 2.42
H -1.15 -2.86 0.55
H -1.08 -2.16 -1.05
H 1.43 -2.36 -1.02
H 1.34 -3.02 0.62
H 0.66 -3.93 -0.73
H -1.59 0.30 -0.69
H 0.28 1.14 -2.16
H 1.40 0.07 -1.31
H 0.07 -0.61 -2.24
H 1.05 2.65 1.51
H 1.62 1.09 0.92
H 1.47 2.46 -0.20
H -2.20 2.35 -0.08
H -1.11 3.46 0.75
H -0.85 3.09 -0.97
```

Löwdin population analysis, charges in e, atoms 1 to 6:
1. C 0.056
2. C -0.277
3. C -0.211
4. C -0.104
5. C -0.323
6. C -0.046